1.
Density functional theory data (ωB97M-V/def2-TZVPD) for C44H53N3O6SSeW as an isolated structure at a distorted geometry.

Output
- Total charge: +2
- HOMO-LUMO gap (alpha / beta): 5.228 / 5.228 eV
- Energy above the lowest of the compared OMol25 structures with the same formula, charge and spin: 22.3 kcal per mole
- Spin multiplicity: 1
- Max |F|: 0.059 hartree/bohr
- HOMO energy (alpha / beta): -13.6814 / -13.6815 eV

Geometry (Å):
W -1.0446 -1.0699 -0.7861
C 5.0119 -3.0397 3.9964
C 4.2643 -1.7283 3.7421
C 5.1777 -0.7862 2.9373
C 3.9309 -1.0911 5.1011
C 2.9966 -1.9349 2.9266
C 2.1032 -0.8728 2.7696
C 1.0333 -1.0111 1.9179
Se -0.6291 -0.0137 2.0495
C -0.8651 1.7652 1.2997
C -0.5937 2.9481 1.9425
C -1.2196 4.1192 1.5062
C -2.2490 3.9933 0.5826
C -2.6130 2.7985 -0.0481
C -1.7937 1.7023 0.2369
O -1.7482 0.5264 -0.4668
C -3.9096 2.7916 -0.8691
C -5.0175 3.3183 0.0619
C -3.7675 3.7143 -2.0856
C -4.3570 1.4124 -1.3518
C -0.7778 5.4671 2.0599
C -1.7453 6.5946 1.6896
C 0.5990 5.7765 1.4444
C -0.6564 5.4136 3.5905
C 0.8033 -2.2220 1.2348
O -0.2000 -2.1823 0.3173
C 1.5568 -3.3704 1.5368
C 2.6656 -3.1620 2.3517
C 1.1332 -4.7813 1.1017
C 2.0709 -5.8277 1.7033
C 1.1476 -4.9415 -0.4264
C -0.2877 -5.0502 1.6421
H 5.9027 -2.8305 4.5870
H 5.3375 -3.5121 3.0680
H 4.3996 -3.7447 4.5619
H 6.1220 -0.6498 3.4650
H 4.7198 0.1976 2.8076
H 5.3982 -1.2048 1.9525
H 4.8356 -1.0374 5.7058
H 3.1974 -1.6929 5.6400
H 3.5428 -0.0768 5.0035
H 2.2278 0.0490 3.3211
H 0.0933 2.9633 2.7777
H -2.8334 4.8706 0.3476
H -4.8306 4.3423 0.3842
H -5.1045 2.6899 0.9500
H -5.9728 3.3026 -0.4630
H -3.5339 4.7369 -1.7876
H -4.7032 3.7342 -2.6452
H -2.9758 3.3619 -2.7518
H -4.4012 0.6909 -0.5344
H -3.7060 1.0418 -2.1369
H -5.3608 1.4887 -1.7706
H -1.8065 6.7431 0.6101
H -1.3877 7.5266 2.1252
H -2.7459 6.4074 2.0844
H 0.5415 5.8058 0.3544
H 1.3396 5.0285 1.7352
H 0.9471 6.7502 1.7913
H -1.5836 5.0572 4.0421
H -0.4570 6.4143 3.9722
H 0.1631 4.7726 3.9181
H 3.2882 -4.0143 2.5774
H 3.0935 -5.7138 1.3395
H 1.7259 -6.8208 1.4183
H 2.0721 -5.7776 2.7935
H 2.1227 -4.6787 -0.8435
H 0.3820 -4.3355 -0.8929
H 0.9358 -5.9784 -0.6879
H -0.3249 -4.9066 2.7234
H -0.5722 -6.0796 1.4242
H -1.0302 -4.3985 1.1825
C 2.2377 1.4471 -0.0027
C 2.2417 0.2180 -0.8291
N 1.1843 -0.4811 -1.2491
C 1.6901 -1.4692 -2.0869
C 3.0421 -1.3643 -2.1555
N 3.3569 -0.3043 -1.3555
C 4.1508 -2.0849 -2.8723
O 3.8064 -3.0289 -3.7052
O 5.2757 -1.7425 -2.6292
C 0.7611 -2.4261 -2.7198
O 1.1022 -3.1709 -3.6058
O -0.4376 -2.3327 -2.2055
H 1.2237 1.7431 0.2402
H 2.7232 2.2592 -0.5470
H 2.7905 1.2923 0.9251
H 4.3140 0.0041 -1.2259
H 2.8376 -3.1774 -3.7794
C -0.3149 1.5732 -3.0906
C -1.2853 0.5621 -3.6326
C -1.6559 0.6657 -4.9832
C -2.5703 -0.1988 -5.5061
C -3.1775 -1.1653 -4.6794
C -4.1734 -2.0368 -5.1658
C -4.7440 -2.9595 -4.3356
C -4.3577 -3.0173 -2.9914
C -3.3957 -2.1744 -2.4806
S -3.0733 -2.3079 -0.7359
C -2.7596 -1.2356 -3.3291
N -1.7846 -0.3847 -2.8405
H -0.6518 2.5746 -3.3622
H 0.6678 1.4342 -3.5460
H -0.2237 1.5273 -2.0141
H -1.2041 1.4356 -5.5926
H -2.8531 -0.1435 -6.5500
H -4.4849 -1.9467 -6.1983
H -5.5035 -3.6376 -4.6986
H -4.8322 -3.7248 -2.3227

***

2.
Density functional theory data (ωB97M-V/def2-TZVPD) for C44H53N7O4S6TeTi as an isolated structure at a distorted geometry.

Output
- ⟨S²⟩: 0.756
- Total charge: +1
- HOMO-LUMO gap (alpha / beta): 6.070 / 5.205 eV
- Energy above the lowest of the compared OMol25 structures with the same formula, charge and spin: 41.9 kcal per mole
- Spin multiplicity: 2
- Max |F|: 0.035 hartree/bohr
- HOMO energy (alpha / beta): -9.1458 / -9.1254 eV

Geometry (Å):
Ti -1.8304 -0.1814 0.6554
C -3.1887 -0.1799 6.0664
N -3.4293 -0.0682 4.6451
C -4.8240 0.1257 4.3020
C -2.4961 -0.1073 3.6934
O -2.7869 0.0085 2.4949
C -1.0536 -0.3489 4.1595
O -0.0973 -0.2030 3.1355
C 0.6517 0.9890 3.1523
C -0.1236 2.0908 2.4230
O -1.1504 1.7527 1.8196
N 0.3360 3.3385 2.4347
C -0.3690 4.3719 1.7049
C 1.5141 3.7939 3.1328
H -3.0137 0.7989 6.5188
H -2.3561 -0.8387 6.2949
H -4.0847 -0.5943 6.5238
H -5.2126 1.0191 4.7917
H -5.4091 -0.7320 4.6340
H -4.9291 0.2331 3.2261
H -0.9827 -1.3972 4.4817
H -0.8180 0.3106 5.0046
H 1.5612 0.7624 2.5808
H 0.9164 1.2684 4.1815
H -1.1374 3.9111 1.0887
H 0.3271 4.9111 1.0638
H -0.8333 5.0783 2.3935
H 2.1447 2.9726 3.4542
H 1.2354 4.3957 4.0012
H 2.0935 4.4293 2.4626
N -1.1449 2.0144 -3.3331
C -1.2404 1.2093 -2.2649
S -0.7383 1.8076 -0.7523
N -1.7613 0.0143 -2.4480
N -2.0865 -0.7012 -1.3819
C -2.6476 -1.8500 -1.6271
C -3.2680 -2.5760 -0.5620
C -3.6899 -3.9037 -0.7190
C -4.3383 -4.5225 0.3278
C -4.5592 -3.7984 1.4943
C -4.1235 -2.4842 1.5594
N -3.4787 -1.8798 0.5724
H -0.6477 2.8826 -3.2339
H -1.3518 1.6467 -4.2458
H -2.7397 -2.1832 -2.6592
H -3.4931 -4.4158 -1.6487
H -4.6651 -5.5474 0.2458
H -5.0636 -4.2417 2.3384
H -4.3080 -1.8989 2.4512
C 8.2975 1.0529 -1.3732
C 6.8400 0.7563 -1.2234
C 6.2593 -0.3532 -1.8143
C 4.9086 -0.6334 -1.6446
C 4.3158 -1.8588 -2.2633
C 4.1184 0.2248 -0.8882
Te 1.9285 0.0060 -0.5425
N -0.0197 -0.8717 0.2132
C -0.1564 -1.9335 0.9386
O -1.2530 -2.0221 1.5861
C 0.7869 -3.0763 0.8957
C 0.2464 -4.3006 0.5094
C 1.0803 -5.3606 0.2043
C 2.4539 -5.2180 0.3183
C 2.9922 -4.0236 0.7684
C 2.1619 -2.9511 1.0520
C 1.4817 -0.2456 -2.6188
C 1.7182 0.8432 -3.4629
C 2.3975 2.0934 -2.9997
C 1.3263 0.7607 -4.7916
C 0.6935 -0.3603 -5.3004
C 0.2542 -0.4201 -6.7299
C 0.4964 -1.4391 -4.4520
C 0.8937 -1.4082 -3.1236
C 0.6773 -2.6371 -2.2988
C 4.6981 1.3275 -0.2507
C 3.8963 2.2219 0.6567
C 6.0427 1.5877 -0.4453
H 8.8095 0.2522 -1.8976
H 8.7569 1.1818 -0.3954
H 8.4419 1.9782 -1.9282
H 6.8666 -1.0181 -2.4117
H 5.0798 -2.6121 -2.4364
H 3.8450 -1.6206 -3.2171
H 3.5529 -2.2664 -1.5996
H -0.8265 -4.3954 0.4153
H 0.6579 -6.2942 -0.1346
H 3.1023 -6.0418 0.0649
H 4.0610 -3.9190 0.8808
H 2.5829 -2.0204 1.4139
H 3.4791 1.9834 -3.0821
H 2.1463 2.2940 -1.9555
H 2.1045 2.9445 -3.6098
H 1.5173 1.6020 -5.4406
H 0.3234 0.5571 -7.2035
H -0.7718 -0.7792 -6.8000
H 0.8876 -1.1100 -7.2880
H 0.0245 -2.3299 -4.8386
H 0.6645 -3.5251 -2.9274
H -0.2782 -2.5787 -1.7771
H 1.4582 -2.7529 -1.5507
H 3.0275 2.6306 0.1367
H 4.5095 3.0446 1.0166
H 3.5421 1.6415 1.5119
H 6.4903 2.4484 0.0319
C -3.8391 4.1084 -1.6313
S -3.4526 4.2860 0.1386
C -4.6909 3.2924 0.8823
C -4.8613 1.9662 0.6673
S -3.9341 0.9793 -0.3792
S -6.2774 1.2608 1.4633
C -6.6619 2.6440 2.4692
S -7.7469 2.5954 3.6866
S -5.7431 4.0669 2.0541
H -3.0695 4.6699 -2.1497
H -4.8185 4.5329 -1.8254
H -3.8050 3.0593 -1.9082

***

3.
Density functional theory data (ωB97M-V/def2-TZVPD) for C44H54BFN11O3RuSe2 as an isolated structure.

Output
- ⟨S²⟩: 8.783
- Total charge: +2
- HOMO-LUMO gap (alpha / beta): 7.208 / 5.489 eV
- Spin multiplicity: 6
- Max |F|: 0.018 hartree/bohr
- HOMO energy (alpha / beta): -11.9388 / -11.9287 eV

Geometry (Å):
Ru 2.1257 -0.0364 -0.3828
C -0.3180 1.1366 2.8042
C 0.5414 2.3588 2.4911
C -0.2710 3.4308 1.7574
C 1.9361 2.2817 1.8654
C 2.7912 3.3265 2.1952
C 3.9486 3.1167 1.4865
N 3.8161 2.0030 0.7809
N 2.5891 1.4501 0.9991
B 4.9925 1.3699 -0.0180
N 4.8264 1.4550 -1.5129
C 5.6545 2.1345 -2.3163
C 5.1921 2.0061 -3.5982
C 4.0377 1.2234 -3.4950
N 3.8216 0.8760 -2.2122
C 3.1946 0.9591 -4.7165
C 3.0261 -0.5139 -5.0606
C 1.8900 1.7592 -4.7349
N 5.1930 -0.0573 0.4719
C 6.3209 -0.5128 1.0167
C 6.1115 -1.8060 1.4243
C 4.7870 -2.0818 1.0908
N 4.2228 -1.0012 0.4971
C 4.1624 -3.4113 1.4131
C 4.1520 -3.6621 2.9244
C 4.9378 -4.5551 0.7514
H -1.3190 1.4939 3.0556
H 0.0449 0.5955 3.6709
H -0.4055 0.4441 1.9771
H 0.7765 2.7994 3.4659
H -0.6046 3.0853 0.7847
H 0.3104 4.3364 1.5983
H -1.1517 3.6849 2.3484
H 2.5725 4.1313 2.8716
H 4.8694 3.6686 1.4497
H 5.9679 2.0004 0.2783
H 6.5039 2.6501 -1.9100
H 5.6042 2.4243 -4.4969
H 3.8033 1.3827 -5.5221
H 2.5346 -1.0598 -4.2633
H 3.9943 -0.9841 -5.2285
H 2.4323 -0.6301 -5.9680
H 1.0706 1.2293 -4.2561
H 1.5873 1.9440 -5.7665
H 2.0007 2.7174 -4.2311
H 7.1838 0.1231 1.0780
H 6.8113 -2.4639 1.9026
H 3.1287 -3.4227 1.0642
H 5.1682 -3.8069 3.2914
H 3.5892 -4.5674 3.1510
H 3.7204 -2.8339 3.4773
H 5.9385 -4.6168 1.1803
H 5.0708 -4.4420 -0.3254
H 4.4383 -5.5043 0.9399
C -4.8790 4.0277 -0.6917
C -4.4098 3.0946 -1.7910
N -3.3370 2.1949 -1.3431
C -2.0685 2.5268 -1.6165
C -0.9682 1.8229 -1.2066
C 0.3861 2.4109 -1.5427
O 0.4295 3.5232 -2.0259
O 1.4243 1.6804 -1.3275
C -1.1451 0.6499 -0.4334
O -0.2078 -0.0543 -0.0079
C -2.5220 0.2893 -0.1141
C -2.7840 -0.8395 0.6686
C -4.0664 -1.1562 1.0014
F -4.3004 -2.2181 1.8006
C -5.1612 -0.4007 0.5544
C -4.9072 0.7076 -0.2285
C -3.5946 1.0765 -0.5583
N -6.5002 -0.7277 0.8734
C -6.8582 -2.1069 1.1265
C -8.3375 -2.2946 0.8573
N -9.1182 -1.3527 1.7407
C -8.6931 0.0791 1.5305
C -7.1990 0.1812 1.7591
H -5.6707 4.6719 -1.0689
H -4.0617 4.6618 -0.3514
H -5.2611 3.4824 0.1708
H -3.9987 3.6593 -2.6275
H -5.2186 2.4879 -2.1998
H -1.9061 3.4327 -2.1882
H -1.9643 -1.4469 1.0313
H -5.7470 1.2707 -0.6035
H -6.6256 -2.4257 2.1525
H -6.3113 -2.7688 0.4540
H -8.6744 -3.3042 1.0855
H -8.5991 -2.0352 -0.1682
H -8.9605 -1.6076 2.7232
H -10.1229 -1.4550 1.5736
H -9.2661 0.6974 2.2190
H -8.9572 0.3218 0.5007
H -6.9714 -0.0321 2.8172
H -6.8929 1.2097 1.5710
Se 3.1486 -3.1938 -1.5021
Se 0.6607 -2.7603 0.5173
C 1.1447 -2.1295 2.2273
C 0.7584 -2.7331 3.4179
C 1.2651 -2.2129 4.6010
C 2.1351 -1.1382 4.5432
C 2.4436 -0.5886 3.3046
N 1.9439 -1.0623 2.1710
C 1.7397 -2.4299 -2.4680
C 1.1251 -3.1559 -3.4834
C 0.0824 -2.5873 -4.1801
C -0.3095 -1.3023 -3.8430
C 0.3505 -0.6503 -2.8256
N 1.3583 -1.1873 -2.1214
H 0.0994 -3.5893 3.4105
H 0.9992 -2.6556 5.5496
H 2.5753 -0.7254 5.4394
H 3.1118 0.2567 3.2108
H 1.4741 -4.1535 -3.7075
H -0.4063 -3.1322 -4.9750
H -1.0983 -0.7902 -4.3741
H 0.1013 0.3585 -2.5687